No. 1
Formula: C29H53BF2N2O17P
Source: OMol25
Level of theory: ωB97M-V/def2-TZVPD

Positions of all 105 atoms, in Å:
C -2.63142 -1.13307 4.82558
C -2.13946 -1.33942 3.75291
C -1.62383 -1.67290 2.42856
B -0.45587 -0.60847 1.87717
N 0.30923 -0.07463 3.11480
O -1.06916 0.47582 1.03964
C -0.81421 0.30085 -0.32047
C -2.00470 -0.53586 -0.83930
C -3.32923 0.21943 -0.98743
C -3.99865 0.64128 0.33868
C -3.93237 2.14107 0.65410
O -4.07634 2.98678 -0.47541
N -0.88103 1.68163 -0.92785
C -0.28646 2.74126 -0.19877
O -0.69567 3.25408 0.77285
F 0.84940 3.17945 -0.76296
C -0.72470 1.72372 -2.29829
O -0.64082 0.82595 -3.05961
F -0.80817 3.00048 -2.74632
C 0.54905 -0.48600 -0.31893
C 0.77412 -1.57143 -1.39589
C 1.50032 -1.20825 -2.71654
C 2.93134 -1.78365 -2.84207
C 4.00396 -0.70474 -3.08466
C 5.35370 -0.99255 -2.39526
O 5.87291 0.20700 -1.83352
C 6.25552 0.13864 -0.47365
P 2.15440 0.48332 -0.19744
O 3.11390 -0.74766 0.29712
O 2.03522 1.36436 1.17555
O 0.47342 -1.24367 0.89736
H -3.29710 -0.89887 5.62803
H -1.18244 -2.67055 2.47930
H -2.51257 -1.66416 1.79267
H 1.30247 -0.10077 2.91755
H 0.07522 0.89533 3.30660
H -2.15945 -1.38443 -0.18085
H -1.77285 -0.94654 -1.82314
H -3.27177 1.05205 -1.68710
H -4.00843 -0.48869 -1.46861
H -5.05073 0.35117 0.29482
H -3.54136 0.08966 1.15586
H -4.77092 2.37706 1.31254
H -3.03008 2.34859 1.22938
H -3.20784 3.14245 -0.85797
H -0.18376 -2.01549 -1.65119
H 1.34454 -2.37193 -0.92741
H 1.53188 -0.14325 -2.91887
H 0.90743 -1.63688 -3.52608
H 3.20272 -2.38408 -1.97327
H 2.96632 -2.45646 -3.70180
H 3.68206 0.26704 -2.71331
H 4.16501 -0.58964 -4.15833
H 5.20064 -1.76167 -1.63932
H 6.07019 -1.31048 -3.15843
H 5.55257 0.70853 0.13574
H 6.34330 -0.88578 -0.11321
H 7.23417 0.61589 -0.36440
H 2.58893 -1.55251 0.43795
H 1.16230 1.31999 1.60313
C 4.48377 -7.59205 -0.12441
C 3.25799 -7.24743 0.69447
O 3.59101 -6.49144 1.86612
C 3.85778 -5.20135 1.64995
O 3.81962 -4.64266 0.58434
O 4.16323 -4.63926 2.81567
C 4.53579 -3.26016 2.71226
H 5.22322 -8.10214 0.49481
H 4.21139 -8.24301 -0.95557
H 4.94930 -6.69452 -0.52862
H 2.78610 -8.15522 1.06639
H 2.51999 -6.70669 0.10256
H 3.77716 -2.69160 2.18158
H 5.49455 -3.16790 2.20377
H 4.62682 -2.87870 3.72449
C -6.83718 -4.29656 3.76870
C -6.09191 -3.24985 2.96867
O -6.95498 -2.17699 2.55416
C -7.25366 -1.29544 3.50366
O -6.87075 -1.31675 4.64321
O -8.05176 -0.36621 2.96968
C -8.49730 0.62236 3.89739
H -7.70194 -4.65967 3.21031
H -6.18062 -5.13860 3.98777
H -7.19710 -3.88669 4.71135
H -5.71214 -3.68086 2.04454
H -5.24215 -2.84804 3.52068
H -7.65638 1.08131 4.41230
H -9.18166 0.18100 4.62118
H -9.02098 1.37518 3.31508
C 3.11141 8.68603 -5.33492
C 1.93042 9.30558 -4.61817
O 0.95002 8.32679 -4.25545
C 1.25759 7.58380 -3.18577
O 2.25023 7.69816 -2.51508
O 0.27574 6.71317 -2.99422
C 0.49437 5.78828 -1.91660
H 2.77223 8.10797 -6.19550
H 3.79426 9.46321 -5.67978
H 3.65916 8.01328 -4.67713
H 1.41087 9.99799 -5.27881
H 2.24531 9.86052 -3.73440
H 0.72556 6.31559 -0.99394
H 1.29856 5.10531 -2.17088
H -0.42774 5.23593 -1.79608

Total energy: -84124.7000 eV
Strongest force on any atom: 0.048 hartree/bohr
LUMO: 2.42 eV
Relative energy (zero: lowest compared OMol25 entry of this formula, charge and spin): 0.0000 eV
Gap between HOMO and LUMO: 7.8 eV
Total charge: -1

Here are the Löwdin charges for atoms 1 to 6, given in e:
1 C 0.0670
2 C -0.1991
3 C -0.0959
4 B -0.8716
5 N 0.1275
6 O 0.0335

No. 2
Formula: C50H47ClN7O6S4W
Source: OMol25
Level of theory: ωB97M-V/def2-TZVPD

Positions of all 116 atoms, in Å:
W -0.58097 -0.42031 1.21186
N -0.60909 -0.18116 -0.82752
S 0.12409 -0.51460 -2.05320
N 0.84995 0.77864 -2.75944
S 0.47320 2.20641 -2.26406
N 1.27278 2.83230 -1.11385
S 1.51963 2.18803 0.36366
N 0.58563 1.26764 0.98528
C 1.76468 3.67269 1.30092
C 1.92651 3.48693 2.66631
C 2.11261 4.59729 3.46874
C 2.13067 5.86878 2.90684
C 1.96514 6.03784 1.53932
C 1.78117 4.93264 0.72062
C 3.16503 1.53778 0.19685
C 3.46119 0.39621 0.92188
C 4.74076 -0.13161 0.83006
C 5.69546 0.49556 0.04083
C 5.38082 1.64641 -0.67879
C 4.10516 2.17897 -0.60571
C -1.26538 2.43368 -1.99836
C -1.73151 2.88647 -0.77782
C -3.10065 3.01082 -0.60669
C -3.96709 2.69239 -1.64286
C -3.47618 2.25185 -2.86734
C -2.11246 2.11732 -3.05458
C 0.81271 3.23912 -3.64335
C 1.09333 2.67493 -4.87681
C 1.28426 3.51978 -5.96043
C 1.18513 4.89394 -5.79928
C 0.90082 5.43863 -4.55214
C 0.70885 4.61101 -3.46190
C 1.45839 -1.67629 -2.12286
C 2.76173 -1.23500 -1.92799
C 3.77954 -2.17033 -1.90166
C 3.48994 -3.51892 -2.06875
C 2.18286 -3.94398 -2.25820
C 1.14994 -3.02135 -2.28329
C -0.96179 -1.10748 -3.32808
C -2.28054 -1.34515 -2.99394
C -3.14753 -1.77883 -3.98835
C -2.68563 -1.96310 -5.28401
C -1.35214 -1.71850 -5.60334
C -0.47814 -1.28695 -4.62117
H 1.87971 2.48877 3.08570
H 2.23269 4.47420 4.53698
H 2.27148 6.73432 3.54192
H 1.97769 7.03082 1.10863
H 1.65147 5.03739 -0.34731
H 2.68967 -0.09916 1.49222
H 4.97505 -1.04525 1.36151
H 6.69556 0.08338 -0.02294
H 6.12954 2.12221 -1.30019
H 3.83154 3.06485 -1.16670
H -1.04724 3.11985 0.02859
H -3.48526 3.35176 0.34616
H -5.03581 2.78845 -1.49812
H -4.15422 2.01090 -3.67604
H -1.70802 1.76944 -4.00011
H 1.17113 1.59971 -4.96832
H 1.51061 3.10038 -6.93222
H 1.32998 5.54680 -6.65037
H 0.82563 6.51157 -4.43174
H 0.48074 5.01621 -2.48204
H 2.96593 -0.17927 -1.81520
H 4.79861 -1.84519 -1.73809
H 4.29208 -4.24592 -2.03958
H 1.96049 -4.99708 -2.37192
H 0.12173 -3.34221 -2.40375
H -2.60049 -1.20306 -1.96992
H -4.18359 -1.97974 -3.74695
H -3.36597 -2.30470 -6.05413
H -0.99581 -1.87139 -6.61421
H 0.56719 -1.09664 -4.84158
O 2.86224 -2.77610 1.30355
C 1.66438 -2.67129 1.12857
O 1.10705 -1.48621 1.11030
C 0.80621 -3.88695 0.93166
C 1.48426 -5.10849 1.04478
C 0.85914 -6.31743 0.83373
C -0.49303 -6.32576 0.49799
C -1.18424 -5.13683 0.39783
C -0.55988 -3.89386 0.61254
S -1.64044 -2.52228 0.36120
H 2.53473 -5.06486 1.30149
H 1.41260 -7.24449 0.92085
H -1.00992 -7.26178 0.32257
H -2.24025 -5.13356 0.14949
O -2.11471 1.07173 1.73066
Cl -1.59989 1.76912 2.96407
O -2.61096 1.69744 3.96537
O -1.28196 3.11084 2.61866
O -0.41968 1.01550 3.36930
C -5.13601 -2.15131 4.29658
C -4.82299 -1.02762 3.33244
N -3.52513 -1.31003 2.74401
C -2.44595 -1.60716 3.49981
N -1.22556 -1.44199 3.00315
C -0.08928 -1.96962 3.77935
C -0.32574 -1.83869 5.26690
C -1.60650 -2.55028 5.60977
N -2.68651 -2.11843 4.72864
C -4.02355 -2.22804 5.32150
H -5.20156 -3.08912 3.74291
H -6.08488 -1.97827 4.80303
H -4.81086 -0.06319 3.84921
H -5.55567 -0.98524 2.52992
H -3.32754 -0.93433 1.84334
H 0.79296 -1.39823 3.51066
H 0.09082 -3.01162 3.50399
H -0.39981 -0.78090 5.52849
H 0.50281 -2.27958 5.81975
H -1.90696 -2.34055 6.63687
H -1.47644 -3.63329 5.51448
H -4.13722 -1.43572 6.06724
H -4.06907 -3.18345 5.84568

Total energy: -133001.5920 eV
Strongest force on any atom: 0.020 hartree/bohr
LUMO (spin up / spin down): -2.27 / -2.26 eV
Relative energy (zero: lowest compared OMol25 entry of this formula, charge and spin): 0.0000 eV
Gap between HOMO and LUMO (spin up / spin down): 6.8 / 6.9 eV
Total charge: +1
Multiplicity: 3

Here are the Löwdin charges for atoms 1 to 6, given in e:
1 W 1.4561
2 N -0.4656
3 S 0.8119
4 N -0.3397
5 S 0.9111
6 N -0.3596

No. 3
Formula: C19H31BrI2N3O3S
Source: OMol25
Level of theory: ωB97M-V/def2-TZVPD

Positions of all 60 atoms, in Å:
C 3.24321 -0.76490 1.19009
C 3.14362 -0.84802 -0.44162
C 1.68304 -0.34521 -0.83897
N 0.87002 -1.08616 -1.76390
C 1.20404 -2.36444 -2.45747
C 0.44522 -3.54351 -1.64487
O 0.78834 -3.71127 -0.43547
C -0.43420 -0.47046 -1.96718
Br -1.84245 -1.19938 -3.12953
C -0.41080 0.78207 -1.06140
C -1.64266 1.75995 -0.91342
I -3.56128 0.86934 -0.31568
C -1.63859 3.15848 -1.14710
C -2.95900 4.08269 -0.94486
I 0.15906 4.17380 -1.80529
N 0.90820 0.79486 -0.40838
N 1.32948 1.77081 0.49643
C 2.45568 2.32027 0.06937
S 3.75223 2.81371 -0.85728
H 4.04250 -0.02306 1.54191
H 2.22322 -0.38772 1.57430
H 3.36840 -1.81147 1.66539
H 3.97862 -0.22614 -0.94813
H 3.35348 -1.94047 -0.71869
H 0.85666 -2.26394 -3.54041
H 2.32933 -2.54319 -2.45828
H -0.39834 -4.18846 -2.10794
H -3.68129 3.77810 -1.79289
H -2.69623 5.20773 -0.98826
H -3.41762 3.88862 0.09917
C -3.59620 -8.87122 -1.68739
C -3.52520 -7.35419 -1.68421
O -3.66726 -6.78538 -0.38959
C -2.67257 -7.13211 0.56446
C -1.27612 -6.68523 0.16899
H -4.48973 -9.21769 -1.16138
H -3.61803 -9.25062 -2.71182
H -2.73097 -9.31262 -1.18619
H -4.35145 -6.96294 -2.28383
H -2.60300 -7.00114 -2.15741
H -2.70018 -8.20644 0.77235
H -2.95077 -6.62854 1.49402
H -0.91003 -7.24199 -0.69807
H -0.57480 -6.84886 0.99029
H -1.27036 -5.62502 -0.09729
C 2.50275 8.66454 2.36848
C 1.38141 8.05327 3.19049
O 0.38872 7.41015 2.40081
C 0.82114 6.30643 1.62078
C 1.36462 5.15653 2.45130
H 2.09935 9.30515 1.57957
H 3.16287 9.25847 3.00490
H 3.10938 7.89420 1.88485
H 0.87065 8.85116 3.73550
H 1.77474 7.36445 3.94442
H 1.54913 6.63093 0.86944
H -0.05727 5.95600 1.07163
H 2.30612 5.42579 2.93718
H 1.55261 4.28397 1.81979
H 0.65858 4.88028 3.23827

Total energy: -127882.9569 eV
Strongest force on any atom: 0.102 hartree/bohr
LUMO: -4.89 eV
Gap between HOMO and LUMO: 6.5 eV
Total charge: +1

Here are the Löwdin charges for atoms 1 to 6, given in e:
1 C -0.0879
2 C -0.1276
3 C -0.0659
4 N -0.0633
5 C -0.0977
6 C -0.1425

No. 4
Formula: C4H9NO2
Source: OMol25
Level of theory: ωB97M-V/def2-TZVPD

Positions of all 16 atoms, in Å:
C -1.89731 -0.11187 -0.78326
C -0.56868 0.38562 -0.23334
O -0.72236 1.55192 0.57367
C 0.11868 -0.66449 0.65284
C 1.58985 -0.88564 0.34151
O 2.07604 -1.99347 0.20285
N 2.32151 0.26050 0.20974
H -2.57839 -0.38880 0.02800
H -1.73055 -0.98934 -1.41755
H -2.38105 0.65569 -1.39994
H 0.08691 0.62653 -1.08405
H -1.23115 2.19928 0.06831
H 0.02334 -0.32601 1.69202
H -0.36640 -1.63997 0.57585
H 3.31842 0.16589 0.09075
H 1.94113 1.15417 0.48259

Total energy: -9879.5716 eV
SMILES string: C[C@@H](O)CC(N)=O
Strongest force on any atom: 0.007 hartree/bohr
LUMO: 0.72 eV
Relative energy (zero: lowest compared OMol25 entry of this formula, charge and spin): 0.4891 eV
Gap between HOMO and LUMO: 10.4 eV
Total charge: 0

Here are the Löwdin charges for atoms 1 to 6, given in e:
1 C -0.0534
2 C -0.4487
3 O -0.0491
4 C -0.0651
5 C -0.5407
6 O 0.0463

Q: What is the strongest force on any atom in the first record?
A: 0.048 hartree/bohr